A molecular structure, C86H185BaN9O15 in a non-equilibrium geometry. Source: the OMol25 dataset; level of theory: ωB97M-V with the def2-TZVPD basis set.

CARTESIAN COORDINATES (ANGSTROEM)
1 Ba -0.69 -0.93 1.16
2 C -1.60 -0.93 5.79
3 C -1.64 0.58 5.65
4 C -0.34 1.38 6.12
5 N -0.43 2.93 6.07
6 C -1.54 3.38 7.07
7 C -1.65 4.91 7.21
8 C -0.35 5.48 7.85
9 C 0.87 5.06 7.03
10 C 0.92 3.52 6.58
11 C -0.68 3.53 4.67
12 H -2.40 -1.51 5.32
13 H -1.43 -1.09 6.86
14 H -0.64 -1.30 5.44
15 H -2.51 0.92 6.22
16 H -1.73 0.76 4.57
17 H 0.38 1.23 5.31
18 H 0.03 1.03 7.09
19 H -1.50 2.78 7.98
20 H -2.45 3.07 6.55
21 H -2.50 5.29 7.77
22 H -1.79 5.29 6.20
23 H -0.13 5.10 8.84
24 H -0.36 6.56 7.97
25 H 1.81 5.27 7.55
26 H 0.86 5.73 6.17
27 H 1.15 2.86 7.41
28 H 1.77 3.48 5.89
29 H 0.13 3.13 4.04
30 H -0.54 4.61 4.71
31 H -1.62 3.05 4.42
32 C -2.84 4.01 1.75
33 C -2.63 4.46 0.30
34 C -3.98 5.02 -0.16
35 N -3.78 5.74 -1.56
36 C -3.08 4.86 -2.63
37 C -3.25 5.33 -4.04
38 C -4.75 5.44 -4.42
39 C -5.33 6.48 -3.47
40 C -5.19 6.13 -1.97
41 C -2.88 7.03 -1.20
42 H -3.78 3.48 1.94
43 H -2.86 4.94 2.33
44 H -2.04 3.37 2.12
45 H -2.30 3.63 -0.33
46 H -1.78 5.15 0.26
47 H -4.35 5.86 0.43
48 H -4.60 4.13 -0.12
49 H -3.63 3.93 -2.45
50 H -2.05 4.65 -2.33
51 H -2.67 4.75 -4.76
52 H -2.83 6.34 -4.09
53 H -5.24 4.47 -4.32
54 H -4.74 5.82 -5.44
55 H -6.37 6.62 -3.76
56 H -5.04 7.52 -3.61
57 H -5.78 5.24 -1.75
58 H -5.57 6.93 -1.34
59 H -1.87 6.63 -1.15
60 H -3.29 7.54 -0.33
61 H -3.02 7.62 -2.11
62 C 2.39 3.09 -1.78
63 C 3.65 3.54 -2.51
64 C 3.55 3.62 -4.09
65 N 4.86 4.29 -4.72
66 C 4.71 4.47 -6.22
67 C 3.59 5.45 -6.61
68 C 3.95 6.78 -6.10
69 C 4.08 6.77 -4.63
70 C 5.18 5.72 -4.14
71 C 6.16 3.36 -4.46
72 H 2.25 3.55 -0.80
73 H 2.22 2.04 -1.52
74 H 1.53 3.41 -2.38
75 H 4.42 2.91 -2.05
76 H 3.75 4.57 -2.16
77 H 2.75 4.25 -4.48
78 H 3.43 2.66 -4.59
79 H 4.44 3.48 -6.57
80 H 5.69 4.79 -6.56
81 H 2.58 5.22 -6.25
82 H 3.47 5.50 -7.70
83 H 3.19 7.47 -6.48
84 H 4.88 7.20 -6.48
85 H 3.06 6.51 -4.32
86 H 4.29 7.76 -4.22
87 H 5.14 5.53 -3.07
88 H 6.19 5.97 -4.47
89 H 6.31 2.98 -3.45
90 H 7.00 4.03 -4.66
91 H 6.06 2.44 -5.04
92 C 2.05 -6.16 3.48
93 C 1.10 -7.26 3.00
94 C 0.17 -6.71 1.91
95 N -1.04 -7.71 1.48
96 C -1.98 -7.01 0.49
97 C -2.99 -7.94 0.01
98 C -2.65 -9.32 -0.48
99 C -1.74 -9.99 0.54
100 C -0.52 -9.07 0.90
101 C -1.76 -8.02 2.82
102 H 2.49 -5.65 2.62
103 H 2.79 -6.38 4.26
104 H 1.47 -5.43 4.04
105 H 0.58 -7.43 3.94
106 H 1.77 -8.06 2.69
107 H 0.76 -6.58 1.00
108 H -0.34 -5.78 2.18
109 H -1.36 -6.73 -0.37
110 H -2.41 -6.08 0.85
111 H -3.49 -7.33 -0.74
112 H -3.73 -8.10 0.80
113 H -2.20 -9.28 -1.47
114 H -3.60 -9.83 -0.64
115 H -1.30 -10.82 -0.02
116 H -2.19 -10.36 1.46
117 H 0.07 -8.81 0.02
118 H 0.24 -9.45 1.59
119 H -2.68 -8.52 2.50
120 H -1.94 -7.04 3.25
121 H -1.05 -8.64 3.35
122 C 4.19 -0.01 -0.60
123 C 5.74 -0.04 -0.34
124 C 6.56 0.69 -1.39
125 N 8.08 0.77 -1.18
126 C 8.63 -0.68 -0.91
127 C 8.61 -1.57 -2.18
128 C 9.39 -0.97 -3.31
129 C 8.84 0.45 -3.61
130 C 8.83 1.42 -2.45
131 C 8.54 1.59 0.04
132 H 3.90 -0.69 -1.40
133 H 3.75 0.96 -0.82
134 H 3.60 -0.35 0.26
135 H 6.06 -1.08 -0.31
136 H 5.93 0.30 0.67
137 H 6.08 1.67 -1.30
138 H 6.37 0.09 -2.28
139 H 8.15 -1.02 0.01
140 H 9.69 -0.56 -0.65
141 H 7.66 -1.73 -2.69
142 H 8.92 -2.57 -1.88
143 H 9.38 -1.51 -4.25
144 H 10.47 -0.87 -3.16
145 H 7.89 0.57 -4.15
146 H 9.48 0.99 -4.31
147 H 8.49 2.45 -2.53
148 H 9.86 1.53 -2.11
149 H 7.98 1.25 0.90
150 H 8.37 2.63 -0.27
151 H 9.59 1.43 0.28
152 C 9.37 2.99 6.56
153 C 8.27 2.21 5.78
154 C 6.90 2.13 6.50
155 N 5.92 1.01 5.85
156 C 4.59 0.79 6.66
157 C 3.39 0.17 5.91
158 C 3.22 0.91 4.56
159 C 4.45 0.84 3.70
160 C 5.69 1.47 4.38
161 C 6.58 -0.34 5.77
162 H 10.41 2.72 6.43
163 H 9.08 2.89 7.61
164 H 9.42 4.04 6.28
165 H 8.77 1.24 5.84
166 H 8.29 2.50 4.73
167 H 6.46 3.12 6.38
168 H 6.85 1.87 7.56
169 H 4.39 1.74 7.15
170 H 4.83 0.04 7.42
171 H 2.40 0.20 6.34
172 H 3.66 -0.87 5.69
173 H 3.06 1.97 4.78
174 H 2.40 0.54 3.95
175 H 4.34 1.33 2.74
176 H 4.68 -0.22 3.56
177 H 5.70 2.56 4.40
178 H 6.58 1.33 3.76
179 H 7.04 -0.41 6.75
180 H 7.46 -0.28 5.13
181 H 5.88 -1.13 5.52
182 C -7.04 -4.03 -6.83
183 C -6.66 -4.07 -5.35
184 C -5.11 -4.25 -5.32
185 N -4.43 -3.70 -4.01
186 C -4.87 -4.47 -2.70
187 C -3.96 -4.22 -1.63
188 C -2.56 -4.66 -1.98
189 C -1.98 -3.82 -3.10
190 C -2.89 -3.86 -4.34
191 C -4.73 -2.14 -3.78
192 H -8.09 -4.20 -7.06
193 H -6.49 -4.67 -7.52
194 H -6.82 -2.99 -7.10
195 H -7.07 -4.99 -4.94
196 H -6.98 -3.17 -4.83
197 H -4.68 -3.66 -6.13
198 H -4.84 -5.30 -5.42
199 H -4.91 -5.55 -2.89
200 H -5.86 -4.04 -2.56
201 H -4.27 -4.81 -0.77
202 H -3.92 -3.20 -1.23
203 H -2.59 -5.72 -2.24
204 H -1.82 -4.52 -1.19
205 H -1.01 -4.16 -3.46
206 H -1.82 -2.82 -2.68
207 H -2.75 -4.88 -4.68
208 H -2.61 -3.08 -5.04
209 H -5.65 -1.93 -3.24
210 H -4.68 -1.62 -4.74
211 H -3.94 -1.62 -3.24
212 C -3.66 1.36 -5.02
213 C -2.23 1.84 -5.17
214 C -1.37 0.51 -5.48
215 N 0.20 0.79 -5.62
216 C 0.68 1.08 -4.15
217 C 0.57 -0.10 -3.12
218 C 1.31 -1.39 -3.58
219 C 0.76 -1.75 -4.92
220 C 0.92 -0.57 -5.92
221 C 0.58 1.90 -6.60
222 H -3.68 0.48 -4.38
223 H -3.96 1.02 -6.02
224 H -4.40 2.06 -4.64
225 H -1.90 2.28 -4.23
226 H -2.14 2.58 -5.97
227 H -1.66 -0.13 -6.31
228 H -1.45 -0.27 -4.71
229 H 0.12 1.89 -3.69
230 H 1.70 1.46 -4.23
231 H -0.45 -0.39 -2.86
232 H 0.96 0.33 -2.20
233 H 1.30 -2.22 -2.87
234 H 2.29 -0.95 -3.74
235 H -0.26 -2.15 -4.84
236 H 1.36 -2.62 -5.17
237 H 0.73 -0.89 -6.95
238 H 1.99 -0.37 -5.93
239 H 0.25 1.66 -7.61
240 H 1.67 1.98 -6.59
241 H 0.15 2.78 -6.12
242 C -5.81 -1.87 5.07
243 C -6.05 -2.09 3.52
244 C -7.03 -1.22 2.87
245 N -7.18 -1.47 1.31
246 C -7.58 -2.93 0.88
247 C -8.95 -3.33 1.27
248 C -9.96 -2.27 0.74
249 C -9.60 -0.82 1.17
250 C -8.18 -0.44 0.73
251 C -5.81 -1.17 0.67
252 H -5.07 -2.60 5.40
253 H -6.80 -1.95 5.53
254 H -5.39 -0.87 5.16
255 H -6.23 -3.16 3.40
256 H -5.09 -1.73 3.15
257 H -6.89 -0.16 3.08
258 H -7.91 -1.70 3.31
259 H -6.80 -3.66 1.09
260 H -7.57 -2.96 -0.21
261 H -8.98 -3.33 2.36
262 H -9.01 -4.35 0.89
263 H -10.99 -2.53 0.96
264 H -9.85 -2.33 -0.35
265 H -9.73 -0.74 2.25
266 H -10.31 -0.13 0.70
267 H -8.00 0.58 1.06
268 H -8.17 -0.54 -0.36
269 H -5.76 -0.99 -0.41
270 H -5.05 -1.87 1.00
271 H -5.44 -0.25 1.12
272 O 2.07 -2.95 4.53
273 C 1.35 -2.54 3.49
274 O 1.94 -1.90 2.66
275 O 0.22 -3.01 3.24
276 H 2.72 -2.39 4.10
277 O 2.32 -3.83 0.41
278 C 1.33 -3.74 -0.51
279 O 0.43 -2.88 -0.41
280 O 1.32 -4.55 -1.45
281 H 1.73 -3.44 1.06
282 O -3.79 1.36 -1.43
283 C -2.92 0.60 -0.85
284 O -2.29 -0.34 -1.35
285 O -2.66 0.78 0.35
286 H -4.02 1.86 -0.65
287 O 2.29 2.32 1.92
288 C 1.23 1.60 1.55
289 O 0.23 1.65 2.27
290 O 1.23 0.99 0.47
291 H 2.71 2.13 1.08
292 O -2.24 -4.56 3.16
293 C -3.10 -3.94 2.38
294 O -4.14 -4.50 1.97
295 O -2.81 -2.78 2.09
296 H -1.62 -3.83 3.18

* gap between HOMO and LUMO: 6.5 eV
* highest occupied orbital energy: -16.45 eV
* E: -5032.580113 a.u.
* total charge: +6
* F_max: 6.4 eV/Å
* energy relative to the best compared isomer or geometry (same formula, charge and spin): 238.1 kJ/mol